1.
Computed, not measured: a single C4H10O molecule, with ωB97M-V with the def2-TZVPD basis set.

Properties
gap between HOMO and LUMO: 10.80 eV
LUMO energy: 1.15 eV
SMILES: COC(C)C
ΔE to the lowest compared entry with this formula, charge and spin: 0.590 eV

Structure (ORCA input):
```
! RIJCOSX wB97M-V def2-TZVPD def2/J DEFGRID3
* xyz 0 1
C -1.9457 0.5083 -0.4970
O -0.7868 0.7129 0.2665
C 0.2345 -0.2520 0.0399
C 1.3409 0.3707 -0.8049
C 0.7328 -0.7210 1.3985
H -2.6265 1.3371 -0.2843
H -2.4439 -0.4362 -0.2264
H -1.7381 0.4924 -1.5785
H -0.1931 -1.1134 -0.4979
H 1.7636 1.2337 -0.2788
H 0.9528 0.7166 -1.7691
H 2.1455 -0.3486 -0.9962
H 1.5151 -1.4804 1.2912
H -0.0928 -1.1463 1.9776
H 1.1417 0.1263 1.9593
*
```


2.
Computed, not measured: a molecular structure, C50H49AsBN10O5Sn, with ωB97M-V with the def2-TZVPD basis set.

Properties
gap between HOMO and LUMO (spin up / spin down): 7.24 / 6.98 eV
LUMO energy (spin up / spin down): -0.13 / -1.26 eV
ΔE to the lowest compared entry with this formula, charge and spin: 1.563 eV

Structure (ORCA input):
```
! RIJCOSX wB97M-V def2-TZVPD def2/J DEFGRID3
* xyz 0 2
Sn 0.2759 0.5862 -1.6090
O -6.1591 0.9144 -1.8277
C -4.7991 0.7764 -1.8713
C -4.0346 -0.0491 -2.7283
C -2.6473 0.1702 -2.6810
N -2.0413 0.9625 -1.8251
C -2.7536 1.7038 -0.9735
C -4.1569 1.6312 -0.9657
C -1.8796 2.5604 -0.0102
O -2.3350 3.3023 0.8650
O -0.6524 2.3187 -0.2014
C -1.7030 -0.5882 -3.6219
O -2.2385 -1.3295 -4.4807
O -0.4409 -0.3644 -3.3899
H -6.4588 0.3478 -2.5068
H -4.5129 -0.7476 -3.3911
H -4.7330 2.2905 -0.3253
C 2.3065 0.6048 -4.7112
C 3.1220 0.4219 -3.5102
C 4.5291 0.4033 -3.4238
C 4.7911 -0.0374 -2.1630
N 3.6208 -0.1241 -1.5016
N 2.5600 0.1168 -2.3630
B 3.3924 -0.6644 -0.0987
N 2.2972 -1.8100 -0.1535
C 2.2388 -2.7151 0.7927
C 1.1978 -3.5855 0.5601
C 0.5848 -3.0576 -0.6057
C -0.7404 -3.6036 -1.1758
N 1.2833 -1.9921 -1.0685
N 3.0219 0.2221 1.0692
C 3.4497 -0.0107 2.3397
C 2.5306 0.5535 3.1613
C 1.4431 0.9582 2.3558
C 0.1862 1.6706 2.7036
N 1.7617 0.7515 1.1161
N 4.7160 -1.4586 0.1211
C 5.1542 -2.5476 -0.5098
C 6.4064 -2.9241 0.0280
C 6.7127 -1.8465 0.8642
C 7.9276 -1.4770 1.6712
N 5.7206 -0.9423 0.8833
H 2.1495 -0.4379 -5.0408
H 1.3094 0.9990 -4.4915
H 2.7884 1.2017 -5.5246
H 5.2634 0.6592 -4.1507
H 5.7696 -0.3765 -1.7751
H 2.8305 -2.5763 1.6755
H 0.7241 -4.3217 1.2205
H -1.4260 -3.8862 -0.3414
H -1.1684 -2.8127 -1.8567
H -0.6128 -4.4385 -1.7556
H 4.3643 -0.4032 2.6467
H 2.6007 0.7537 4.1899
H -0.5224 1.0361 3.2403
H 0.4824 2.4405 3.3430
H -0.2716 2.0487 1.7440
H 4.5931 -3.0801 -1.2366
H 6.9637 -3.8446 -0.1529
H 7.6047 -0.8046 2.4849
H 8.3677 -2.3706 2.1214
H 8.7159 -1.0226 1.0677
C -4.8704 -5.2329 -0.2574
C -4.5324 -5.1183 1.1200
C -3.9168 -3.9295 1.5634
C -3.7971 -2.8823 0.6553
C -4.1447 -3.0207 -0.6573
C -4.6989 -4.1891 -1.1406
As -3.2549 -1.1477 1.1746
C -4.8496 -0.4828 2.0814
C -6.0021 0.0872 1.5972
C -6.9012 0.6882 2.4286
C -6.6569 0.7880 3.7711
C -5.5241 0.2490 4.3266
C -4.6098 -0.3385 3.4381
C -3.3058 -0.8098 3.9332
C -2.7270 -0.7011 5.1985
C -1.4684 -1.2727 5.4822
C -0.7134 -1.8837 4.4647
C -1.2727 -1.8925 3.2366
C -2.5278 -1.3454 2.9265
H -5.3081 -6.1659 -0.6011
H -4.8490 -5.9415 1.7843
H -3.7542 -3.8000 2.6078
H -3.9176 -2.1350 -1.2800
H -4.9350 -4.3511 -2.1905
H -6.3238 -0.2009 0.5822
H -7.8702 1.0434 2.1251
H -7.3541 1.3953 4.3048
H -5.3125 0.3187 5.3952
H -3.3131 -0.2051 5.9674
H -1.0409 -1.4155 6.4599
H 0.2602 -2.2053 4.7903
H -0.6964 -2.2376 2.3263
C 3.9409 4.0197 0.4401
N 2.7603 4.1706 -0.5199
C 1.5130 4.0983 0.3504
C 2.7174 3.0947 -1.5778
C 1.6236 3.3201 -2.6377
C 1.7135 4.4681 -3.4293
C 0.6877 4.7585 -4.3428
C -0.4254 3.9209 -4.4493
C -0.5006 2.8075 -3.6293
C 0.5186 2.3965 -2.7961
H 3.8352 4.7117 1.2650
H 4.8208 4.1859 -0.1420
H 3.8785 2.9988 0.8690
H 2.8965 5.1103 -0.9303
H 1.6405 3.1082 0.8648
H 0.4998 4.0083 -0.0467
H 1.5543 4.8592 1.1088
H 2.5689 2.1780 -0.9450
H 3.6847 3.0692 -2.0336
H 2.5369 5.1396 -3.3311
H 0.7756 5.5949 -5.0143
H -1.2707 4.0876 -5.0644
H -1.2521 2.0738 -3.8685
*
```


3.
Computed, not measured: 5 unconnected molecules or ions with the total composition H10O5, with ωB97M-V with the def2-TZVPD basis set.

Properties
gap between HOMO and LUMO: 12.08 eV
LUMO energy: 0.86 eV
SMILES: O.O.O.O.O
ΔE to the lowest compared entry with this formula, charge and spin: 0.196 eV

Structure (ORCA input):
```
! RIJCOSX wB97M-V def2-TZVPD def2/J DEFGRID3
* xyz 0 1
O 0.3228 1.8081 1.0282
O 1.4483 1.3472 -1.4718
O 0.4044 -0.8967 -1.8408
O -0.7344 -2.1137 0.3409
O -1.4529 -0.0732 1.9967
H 0.7347 2.6270 1.2761
H 1.3016 1.9080 -2.2259
H 1.1133 -1.5098 -2.1034
H -1.6080 -2.4341 0.1345
H -1.1938 -0.2545 2.8868
H 0.6639 1.5846 0.1347
H 1.0606 0.4734 -1.7382
H 0.0104 -1.3111 -1.0290
H -0.9297 -1.3373 0.9067
H -0.7752 0.5692 1.6602
*
```


4.
Computed, not measured: a molecular structure, C20H15MoS2SbSe4, with ωB97M-V with the def2-TZVPD basis set.

Properties
gap between HOMO and LUMO (spin up / spin down): 6.07 / 6.04 eV
LUMO energy (spin up / spin down): 4.29 / 4.28 eV

Structure (ORCA input):
```
! RIJCOSX wB97M-V def2-TZVPD def2/J DEFGRID3
* xyz -2 1
Mo -0.3300 0.2146 -0.3030
Se 2.1951 4.4412 0.3378
Sb 1.5691 3.0447 -1.5400
Se 2.0326 0.5832 -1.0051
Se -0.8952 2.3671 -1.3464
Se 2.2559 3.7016 -3.7649
S -2.6415 -0.2890 -0.3873
C -2.7401 -2.0427 -0.4407
C -3.9411 -2.7076 -0.1795
C -4.0065 -4.0923 -0.2190
C -2.8717 -4.8283 -0.5425
C -1.6804 -4.1787 -0.8237
C -1.6020 -2.7858 -0.7691
S -0.0743 -1.9647 -1.0815
H -4.8183 -2.1199 0.0663
H -4.9407 -4.5953 0.0039
H -2.9138 -5.9116 -0.5727
H -0.7889 -4.7426 -1.0725
C 0.6136 2.7787 6.4036
C 0.8310 3.6404 5.3365
C 0.6343 3.2048 4.0345
C 0.2213 1.8947 3.7702
C 0.0063 1.0345 4.8511
C 0.1996 1.4761 6.1526
C 0.0365 1.5382 2.3499
C -0.1318 0.3451 1.7718
C -0.1010 -0.9909 2.4166
C 1.1333 -1.5687 2.7237
C 1.1978 -2.8458 3.2553
C 0.0326 -3.5725 3.4799
C -1.1965 -3.0065 3.1738
C -1.2644 -1.7237 2.6457
H 0.7651 3.1174 7.4220
H 1.1601 4.6573 5.5151
H 0.8253 3.8641 3.1941
H -0.3221 0.0179 4.6857
H 0.0247 0.7955 6.9782
H 0.0979 2.4044 1.6953
H 2.0369 -1.0081 2.5182
H 2.1614 -3.2872 3.4820
H 0.0849 -4.5810 3.8731
H -2.1096 -3.5723 3.3184
H -2.2183 -1.2874 2.3775
*
```


5.
Computed, not measured: a molecular structure, C15H38O16, with ωB97M-V with the def2-TZVPD basis set.

Properties
gap between HOMO and LUMO: 7.14 eV
LUMO energy: -0.41 eV

Structure (ORCA input):
```
! RIJCOSX wB97M-V def2-TZVPD def2/J DEFGRID3
* xyz 0 1
C -2.9352 -11.1224 -4.6123
C -1.9287 -10.5028 -5.5270
O -1.3756 -9.6047 -4.6263
C -2.0568 -9.4723 -3.4721
O -1.7864 -8.7239 -2.5196
O -3.0867 -10.1871 -3.5568
H -2.4283 -11.9535 -4.1219
H -3.8468 -11.4934 -5.0808
H -2.3926 -10.1038 -6.4291
H -1.2166 -11.2982 -5.7468
C -6.0278 -15.9478 -4.0086
C -6.8926 -16.1003 -2.7597
O -7.4838 -14.8011 -2.6458
C -7.6473 -14.3502 -3.8779
O -8.5173 -13.4830 -4.1755
O -6.7967 -15.0275 -4.7103
H -5.7909 -16.8720 -4.5358
H -5.1082 -15.5304 -3.5984
H -6.3774 -16.0951 -1.7992
H -7.5489 -16.9656 -2.6660
C -0.4242 -14.2527 -5.7581
C -0.9297 -14.9214 -4.4681
O -2.2840 -14.4384 -4.3888
C -2.6179 -13.7543 -5.4532
O -3.7207 -13.4449 -5.7032
O -1.6218 -13.7449 -6.2800
H 0.0093 -15.0068 -6.4150
H 0.1748 -13.3460 -5.6730
H -0.3757 -14.5832 -3.5924
H -0.9780 -16.0084 -4.5330
O -8.4855 -12.2337 -2.6940
H -8.8678 -12.5584 -1.8787
H -8.3420 -13.0194 -3.2214
O -6.4720 -9.0969 -6.9546
H -6.8634 -9.1699 -6.0841
H -5.8048 -9.7829 -6.9761
O -8.2127 -10.0885 -3.2807
H -8.2428 -11.0236 -3.0787
H -8.1884 -9.6588 -2.4257
O -7.6498 -9.8362 -5.2876
H -7.9004 -10.0515 -4.3893
H -7.0868 -10.5608 -5.5599
C -4.6327 -9.1797 -2.2851
C -5.6933 -8.6472 -3.3135
O -6.4837 -7.5799 -2.8543
H -4.5174 -10.2601 -2.3712
H -4.9875 -8.9362 -1.2836
H -3.6966 -8.6241 -2.3411
H -6.3284 -9.3969 -3.7856
H -5.2866 -8.2742 -4.2535
H -7.1906 -7.9608 -2.3282
C -6.8705 -12.0317 -9.6257
C -5.4555 -11.8566 -9.1005
O -5.3541 -12.4227 -7.8114
H -6.9654 -11.4571 -10.5470
H -7.6845 -11.6807 -8.9914
H -7.1526 -13.0516 -9.8870
H -5.0523 -10.8440 -9.0919
H -4.8226 -12.3912 -9.8088
H -4.5473 -12.9390 -7.7473
C -6.0104 -11.9282 -4.0056
C -6.1432 -12.3913 -5.4798
O -6.3060 -11.2805 -6.3580
H -6.9453 -11.4717 -3.6803
H -5.1555 -11.2540 -3.9546
H -5.8422 -12.7976 -3.3700
H -7.0284 -13.0105 -5.6248
H -5.3284 -13.0728 -5.7244
H -5.8854 -11.6292 -7.1474
*
```


6.
Computed, not measured: 2 unconnected molecules or ions with the total composition C5H8N2, with ωB97M-V with the def2-TZVPD basis set.

Properties
gap between HOMO and LUMO: 9.46 eV
LUMO energy: 0.75 eV
SMILES: CC1=NN1.C1=CC1
ΔE to the lowest compared entry with this formula, charge and spin: 7.198 eV

Structure (ORCA input):
```
! RIJCOSX wB97M-V def2-TZVPD def2/J DEFGRID3
* xyz 0 1
C 1.6047 -1.7218 -0.0119
C 0.6931 -2.3123 0.9730
C 0.3967 -1.9213 -0.4198
C -0.5485 1.4679 -0.6779
C -0.4675 2.5716 0.1857
N -1.5972 0.8200 -1.3102
N -0.1151 0.4766 -1.2536
H -2.0108 0.1909 -0.6353
H 2.5072 -1.0877 0.0441
H 0.8083 -3.3190 1.1585
H 0.2859 -1.6455 1.6546
H -0.2381 -2.1317 -1.1557
H 0.4531 3.1158 0.2156
H -0.5882 2.0428 1.1301
H -1.1837 3.4536 0.1027
*
```


| no. | calculated total energy (Ha) | F_max (eV Å⁻¹) |
| --- | --- | --- |
| 1 | -233.6233 | 0.3 |
| 2 | -5333.4414 | 4.0 |
| 3 | -382.2170 | 1.4 |
| 4 | -11481.8908 | 0.3 |
| 5 | -1797.6575 | 12.3 |
| 6 | -304.5710 | 3.7 |